[1]
8
Properties=species:S:1:pos:R:3:forces:R:3 method="wB97M-V/def2-TZVPD" de_lowest_kcal_mol=41.3 max_force_ha_per_bohr=0.1666 homo_energy_ev=-9.084 multiplicity=1
Be -0.854 0.963 -0.747 -4.0 5.5 5.3
O -0.630 -0.268 -1.091 0.9 -4.7 -3.4
C 0.454 -0.885 -0.636 0.2 -2.5 1.8
C 0.841 -0.705 0.643 -2.2 0.5 0.6
H 0.627 -1.865 -1.111 1.1 0.9 -0.7
H 1.748 -1.189 1.005 -0.6 0.1 0.2
F -1.707 1.343 0.515 1.6 0.5 -2.6
H -0.077 -0.290 1.317 3.0 -0.3 -1.3



[2]
8
Properties=species:S:1:pos:R:3:forces:R:3 method="wB97M-V/def2-TZVPD" de_lowest_kcal_mol=5.8 max_force_ha_per_bohr=0.0428 homo_energy_ev=-11.073 multiplicity=1 smiles=N#CCBr.Br
N -1.680 -2.832 0.350 -0.1 -0.6 0.3
C -1.291 -1.870 -0.127 0.1 1.0 0.0
C -0.858 -0.607 -0.771 0.6 -1.9 0.8
Br -2.359 0.549 -0.824 -0.5 0.7 -0.2
H -0.074 -0.164 -0.084 -0.6 -0.4 -1.5
H -0.621 -1.004 -1.790 0.5 1.3 0.7
Br 2.277 2.265 1.945 -0.2 0.1 -0.3
H 1.633 2.730 0.754 0.2 -0.1 0.3



[3]
8
Properties=species:S:1:pos:R:3:forces:R:3 method="wB97M-V/def2-TZVPD" de_lowest_kcal_mol=79.3 max_force_ha_per_bohr=0.0410 homo_energy_ev="-9.413 / -8.381" multiplicity=1
C -0.323 0.902 -1.374 1.7 -0.3 -1.2
C 0.090 -0.884 1.269 -0.4 0.4 0.1
N -1.172 0.878 -0.506 -0.8 -0.2 1.1
Br 0.398 0.242 2.711 0.0 0.0 -0.1
Br 1.470 -1.347 0.161 0.5 -0.4 0.0
H -0.349 1.508 -2.282 -0.4 0.4 -0.1
H 0.610 0.285 -1.353 -0.5 0.2 0.2
H -0.723 -1.583 1.374 0.0 0.0 -0.1



[4]
8
Properties=species:S:1:pos:R:3:forces:R:3 method="wB97M-V/def2-TZVPD" de_lowest_kcal_mol=16.0 max_force_ha_per_bohr=0.0096 homo_energy_ev=-9.683 multiplicity=1 smiles="C=C(F)Br.Cl"
C -0.690 -0.674 -0.634 -0.3 0.1 0.0
C -1.761 0.075 -0.779 -0.2 -0.3 0.3
F -2.007 0.816 -1.854 0.1 0.0 0.0
Br -3.150 0.226 0.505 0.3 0.0 -0.2
H -0.540 -1.250 0.258 -0.1 -0.1 0.2
H 0.060 -0.712 -1.402 0.1 0.1 -0.2
Cl 0.556 2.352 0.209 0.1 0.2 0.0
H 0.739 2.310 1.474 0.0 0.0 0.0



[5]
10
Properties=species:S:1:pos:R:3:forces:R:3 method="wB97M-V/def2-TZVPD" de_lowest_kcal_mol=2.7 max_force_ha_per_bohr=0.0381 homo_energy_ev=-9.834 multiplicity=1
C 0.776 -0.329 -0.633 -1.0 -0.3 -1.2
C -1.579 -0.353 -0.221 1.6 0.0 1.1
N -0.510 0.299 -0.336 -1.1 -0.6 -0.7
F -1.411 0.428 -3.362 0.5 0.6 -1.2
Cl 1.495 -0.997 0.787 0.8 -0.2 1.2
Br -1.610 -2.318 0.066 -0.2 0.7 -0.5
I -3.393 0.570 0.268 0.2 -0.1 -0.3
H 0.651 -1.179 -1.322 -0.2 0.3 0.1
H 1.450 0.386 -1.104 -0.2 0.1 0.3
H -1.093 0.838 -4.158 -0.5 -0.6 1.1



[6]
9
Properties=species:S:1:pos:R:3:forces:R:3 method="wB97M-V/def2-TZVPD" de_lowest_kcal_mol=115.0 max_force_ha_per_bohr=0.0804 homo_energy_ev="-7.647 / -7.654" multiplicity=1
C -1.279 0.317 -0.994 -0.2 -1.7 -3.2
C -0.167 0.017 -0.196 0.0 -3.7 1.9
N -1.823 -2.062 -1.537 1.7 1.5 0.7
O -1.931 0.841 -1.773 0.1 0.3 1.3
Cl -3.123 -1.584 -2.451 -1.3 0.1 -0.8
Br -2.336 -2.469 0.237 -0.4 -0.4 0.6
H 0.414 -0.921 -0.513 -0.4 1.9 -0.9
H -0.595 -0.729 0.572 -0.1 1.4 0.0
H 0.351 0.829 0.249 0.5 0.6 0.3



- What is the multiplicity in the fourth record?
  1